1.
83
Properties=species:S:1:pos:R:3 method="wB97M-V/def2-TZVPD" max_force_ev_per_a=3.11 e_above_lowest_ev=3.7517 orbital_gap_ev="5.06 / 5.06" e_tot_ev=-75645.43666
C -1.71336 -0.64632 1.40213
C -2.21631 -0.00525 0.23483
C -2.36989 -0.99348 -0.78172
H -2.48782 1.04759 0.15924
C -1.96832 -2.24967 -0.23308
C -1.56531 -2.03107 1.11583
H -1.27656 -2.79908 1.83260
H -1.57232 -0.17708 2.37649
H -2.76763 -0.82772 -1.78338
H -2.03255 -3.21539 -0.73417
Sr 0.56278 -0.66699 -0.95662
Si -0.71694 -0.59144 -6.77989
C -0.21702 1.04353 -7.63690
C 1.09214 1.17056 -8.16812
H 1.83211 0.37635 -8.02570
C 1.43447 2.21680 -9.03594
H 2.40977 2.21192 -9.53839
C 0.50181 3.22583 -9.27376
H 0.74824 4.02897 -9.96831
C -0.75907 3.18524 -8.66289
H -1.49618 3.97513 -8.85891
C -1.10880 2.10056 -7.84765
H -2.10442 2.06481 -7.40052
C 0.18636 -1.76381 -7.91569
C 0.02240 -1.58850 -9.30373
H -0.56236 -0.74913 -9.69031
C 0.66194 -2.43439 -10.21051
H 0.52340 -2.27843 -11.28433
C 1.48974 -3.45996 -9.73463
H 1.93958 -4.16105 -10.43624
C 1.75241 -3.56710 -8.36733
H 2.46910 -4.30419 -7.99694
C 1.11182 -2.70782 -7.46376
H 1.39792 -2.73178 -6.41328
H -2.14868 -0.95062 -6.86635
Si 2.26404 1.28644 -5.57153
C 1.60407 -0.39041 -4.99015
C 0.08137 -0.59072 -5.07844
H -0.45639 0.29058 -4.68930
C -0.53148 -1.80757 -4.53642
H -1.59347 -1.97995 -4.76966
C 0.21541 -2.61163 -3.69950
H -0.28982 -3.39279 -3.11149
C 1.60736 -2.39811 -3.56505
H 2.17086 -3.01819 -2.85501
C 2.28219 -1.33812 -4.22237
H 3.35467 -1.19815 -4.02225
C 0.93446 2.49205 -4.84983
C -0.06206 2.24684 -3.86719
H -0.03203 1.34171 -3.24946
C -1.11071 3.14296 -3.63429
H -1.96728 2.82818 -3.02983
C -1.04484 4.42270 -4.17373
H -1.75432 5.18633 -3.87100
C -0.05396 4.71678 -5.11085
H -0.03164 5.68398 -5.60414
C 0.89318 3.75330 -5.44946
H 1.61155 3.95998 -6.23383
H 3.48260 1.59049 -4.86160
Cl 3.21673 -1.04277 -0.82984
C 1.80300 -2.45396 4.92336
C 1.70354 -1.08224 5.19606
C 1.60970 -0.16797 4.14675
C 1.59260 -0.62248 2.81400
C 1.75313 -2.00194 2.54391
C 1.83002 -2.90788 3.59660
N 1.33365 0.25888 1.74698
N 1.25995 1.49678 2.13051
C 1.23930 2.44930 1.12100
C 1.39845 3.81114 1.49010
C 1.40894 4.76481 0.48376
C 1.32735 4.33753 -0.84976
C 1.23904 2.97732 -1.11082
N 1.08446 2.04374 -0.16523
H 1.86854 -3.17536 5.73914
H 1.69739 -0.71630 6.22264
H 1.50558 0.90244 4.31268
H 1.81937 -2.29822 1.49589
H 1.91907 -3.97170 3.38078
H 1.52666 4.00605 2.55466
H 1.49441 5.82165 0.72374
H 1.35049 5.02682 -1.68704
H 1.30322 2.60062 -2.13043



2.
11
Properties=species:S:1:pos:R:3 method="wB97M-V/def2-TZVPD" max_force_ev_per_a=3.96 e_above_lowest_ev=4.5228 orbital_gap_ev=9.34 e_tot_ev=-10247.74232
O 2.29984 -0.67445 0.02937
C 0.99779 -0.18186 -0.11406
C 0.56142 1.13778 -0.09110
N -0.79521 1.14114 0.00429
N -1.19441 -0.18054 -0.14310
O -2.45824 -0.60641 0.06572
C -0.12804 -0.99951 -0.17094
H 2.83228 0.04799 0.48906
H 1.09912 2.17618 -0.16779
H -3.03600 0.23039 0.17961
H -0.17854 -2.09071 -0.08105



3.
33
Properties=species:S:1:pos:R:3 method="wB97M-V/def2-TZVPD" s_squared=0.75 max_force_ev_per_a=4.08 e_above_lowest_ev=0.4189 orbital_gap_ev="10.64 / 5.69" e_tot_ev=-26928.03280 multiplicity=2
I 0.36133 0.64184 -0.01358
C 2.61645 3.59325 2.91150
O 1.83265 3.58420 1.71988
H 2.68485 2.65843 3.46786
H 3.64729 3.89684 2.72906
H 2.20695 4.32831 3.60439
H 1.72670 2.70212 1.35613
C 3.01437 1.04210 -3.11063
O 3.18557 1.80860 -1.90797
H 2.01317 0.73746 -3.41540
H 3.45955 1.56232 -3.95874
H 3.65830 0.16301 -3.13627
H 2.51682 1.50900 -1.28780
C -1.49361 -2.85298 4.17620
C -1.30286 -1.60050 3.18863
O -1.27012 -2.05473 1.84189
O -2.81475 -3.20605 3.96412
H -1.19834 -2.56562 5.18533
H -0.76126 -3.57782 3.82071
H -0.44306 -0.96653 3.40524
H -2.10302 -0.86316 3.25312
H -1.08285 -1.37289 1.19256
H -3.00057 -3.89671 4.60449
C -2.43411 -0.86307 -3.08368
C -1.63063 0.12038 -3.95309
O -0.31414 0.18202 -3.54319
O -2.07275 -2.22916 -3.19022
H -3.50030 -0.76996 -3.29024
H -2.44376 -0.57984 -2.03117
H -1.92524 1.16882 -3.99855
H -1.70971 -0.18965 -4.99507
H -0.25095 0.30131 -2.59273
H -1.17197 -2.41135 -2.91275